(1)
C5H8ClNS | the ωB97M-V functional and the def2-TZVPD basis

Computed properties:
Maximum force (hartree/bohr): 0.1241
LUMO (eV): 0.6384
Energy above the lowest of the compared OMol25 structures with the same formula, charge and spin (kcal per mole): 55.26
E (hartree): -1108.3510

Last column: natural (NBO) charge in e.
Element x y z (Å)
Cl  0.152986  0.335942  -2.543146  0.056
S  2.262174  -1.342487  0.462931  -0.004
N  -0.746535  1.365133  0.290902  -0.619
C  0.528604  1.006057  0.137050  -0.047
C  -0.671581  -1.063060  0.019602  -0.469
C  1.026325  0.503712  -1.192414  -0.333
C  0.687502  -0.534431  0.002835  -0.182
C  -1.613364  0.211299  0.138687  -0.219
H  1.390006  1.504539  0.708047  0.230
H  2.157499  0.540014  -1.390200  0.235
H  -2.358017  0.258117  -0.788157  0.204
H  -2.336185  0.361937  1.039974  0.205
H  -0.698773  -1.541117  0.906303  0.221
H  -0.959326  -1.740699  -0.838005  0.230
H  -0.727410  1.762335  1.280590  0.375
H  1.906094  -1.627291  1.765002  0.119

Atoms 1-3, force components in eV/Å:
Cl -2.322 0.111 -3.436
S -1.706 -0.071 0.959
N -2.346 2.765 2.531

(2)
C6H13N2 | the ωB97M-V functional and the def2-TZVPD basis

Computed properties:
Maximum force (hartree/bohr): 0.0799
LUMO (alpha / beta) (eV): -4.1617 / -4.3062
Energy above the lowest of the compared OMol25 structures with the same formula, charge and spin (kcal per mole): 96.72
Total charge: +1
E (hartree): -345.5419

Last column: natural (NBO) charge in e.
Element x y z (Å)
N  1.576443  -0.011759  0.086363  -0.404
N  -0.690235  -0.525778  0.016969  -0.400
C  -1.923664  1.559251  0.346407  -0.684
C  0.562196  -0.842035  0.223281  0.410
C  -1.051745  0.753495  -0.450187  0.061
C  1.276968  1.347336  -0.002404  -0.187
C  2.908089  -0.545721  -0.178550  -0.416
C  -1.670696  -1.659949  0.034634  -0.423
H  1.671801  1.946822  -0.821602  0.236
H  -2.199764  2.407106  -0.248457  0.251
H  0.839800  -1.956832  0.284084  0.228
H  0.814163  1.740125  0.969653  0.225
H  -1.131480  0.864983  -1.558507  0.222
H  -1.592531  1.873830  1.263611  0.232
H  -2.890662  0.951453  0.589991  0.233
H  -1.202531  -2.667223  -0.065401  0.234
H  3.605179  0.302005  -0.383966  0.253
H  3.042312  -1.062029  0.794519  0.232
H  2.833822  -1.327410  -1.015368  0.227
H  -2.499236  -1.498785  -0.776198  0.242
H  -2.278230  -1.648878  0.891118  0.226

Atoms 1-3, force components in eV/Å:
N -1.124 0.391 -0.673
N -0.026 -2.247 0.314
C -3.284 -0.931 -0.873

(3)
C7H34N14O10 | the ωB97M-V functional and the def2-TZVPD basis

Computed properties:
Maximum force (hartree/bohr): 0.1589
LUMO (eV): 0.1250
Energy above the lowest of the compared OMol25 structures with the same formula, charge and spin (kcal per mole): 175.29
E (hartree): -1806.1690

Last column: natural (NBO) charge in e.
Element x y z (Å)
O  -5.820860  23.855280  13.272260  -0.735
O  -3.673300  19.159540  8.337180  -0.680
O  -2.329090  20.938360  14.297850  -0.949
O  -14.519520  23.592270  14.304230  -0.651
O  -2.017270  25.145040  14.555680  -0.946
O  -8.824530  27.700310  14.254770  -0.710
O  -8.856740  27.684670  8.344060  -0.690
O  -10.399620  19.619370  15.110740  -0.671
O  -6.421530  23.019180  18.796530  -0.661
O  -4.181590  17.324580  14.571360  -0.942
N  -6.632770  21.849460  13.617700  -0.815
N  -10.139050  18.286020  16.970020  -0.839
N  -7.572190  29.293500  7.333600  -0.828
N  -4.780590  20.304140  9.830380  -0.814
N  -6.835780  24.682290  20.107870  -0.826
N  -3.649830  18.658970  10.418290  -0.829
N  -11.269140  17.663120  15.367670  -0.815
N  -7.163780  24.916260  17.982970  -0.823
N  -6.748240  28.088610  9.048110  -0.866
N  -13.076950  25.235980  14.333390  -0.839
N  -12.930180  23.756900  12.755440  -0.848
N  -6.796440  28.509450  14.451770  -0.781
N  -8.199320  29.215240  15.803720  -0.814
N  -8.045530  23.344320  13.228860  -0.809
C  -8.001880  28.488450  14.768190  0.731
C  -4.130600  19.290810  9.431190  0.729
C  -7.789110  28.347740  8.216430  0.758
C  -6.811510  23.082410  13.344260  0.740
C  -13.596990  24.142160  13.824240  0.755
C  -6.805720  24.122140  18.938280  0.740
C  -10.549160  18.633840  15.770500  0.749
H  -9.701870  19.041040  17.478850  0.403
H  -11.588600  16.932190  15.987170  0.379
H  -6.871920  25.690850  20.067910  0.364
H  -3.874540  18.227050  14.657940  0.474
H  -1.973570  21.359070  15.080690  0.477
H  -11.547070  17.670560  14.396690  0.400
H  -13.379910  25.460170  15.270440  0.402
H  -4.110610  18.741210  11.313290  0.383
H  -6.322640  27.829780  13.874150  0.422
H  -7.576950  25.806860  18.220110  0.378
H  -4.905480  21.040130  9.150060  0.411
H  -7.134600  27.336500  9.600500  0.426
H  -10.242080  17.354790  17.347240  0.395
H  -4.649100  17.150740  15.388330  0.468
H  -8.344190  24.306220  13.304000  0.410
H  -6.626240  24.269190  21.005380  0.411
H  -5.667000  21.589410  13.758250  0.420
H  -1.638160  21.029450  13.641680  0.473
H  -7.521780  29.875330  16.157720  0.380
H  -2.785980  18.205250  10.157520  0.417
H  -9.161640  29.352420  16.077990  0.405
H  -1.469820  25.241980  13.776500  0.464
H  -7.059820  24.665080  17.010250  0.416
H  -6.725000  29.837000  7.250110  0.392
H  -5.864420  28.576050  9.085190  0.399
H  -8.184970  29.224710  6.533680  0.408
H  -13.126980  22.808600  12.468930  0.402
H  -12.288730  25.710510  13.916680  0.389
H  -5.079410  20.345840  10.794260  0.382
H  -2.830800  24.759130  14.230900  0.482
H  -8.802480  22.693390  13.381960  0.395
H  -6.264990  29.176990  14.992180  0.366
H  -12.204780  24.271170  12.276470  0.392
H  -7.492610  21.362900  13.827510  0.393

Atoms 1-3, force components in eV/Å:
O -1.474 0.096 -0.260
O 0.456 -0.598 -3.805
O -0.293 -0.223 -0.051

(4)
C28H31N3O2 | the ωB97M-V functional and the def2-TZVPD basis

Computed properties:
Maximum force (hartree/bohr): 0.0119
LUMO (eV): 0.6834
Energy above the lowest of the compared OMol25 structures with the same formula, charge and spin (kcal per mole): 39.10
E (hartree): -1400.3163

Last column: natural (NBO) charge in e.
Element x y z (Å)
O  2.542973  -1.691598  2.546578  -0.616
O  3.535181  1.973063  -1.900480  -0.510
N  3.449163  -2.107883  0.523261  -0.433
N  4.644522  -0.038541  -0.445971  -0.450
N  -3.781176  -1.752897  -0.329626  -0.434
C  -4.814329  0.162696  0.864573  -0.046
C  -5.501863  2.260214  1.831458  -0.213
C  4.804792  -2.038478  1.022885  -0.248
C  5.550927  -0.907651  0.265185  -0.231
C  4.026685  1.021648  0.220588  0.195
C  1.086126  -1.630265  0.667592  -0.144
C  3.450518  2.073453  -0.530646  0.249
C  2.412334  -1.801998  1.342459  0.683
C  3.385567  -2.111262  -0.916408  -0.241
C  -0.592149  -0.167440  -0.231612  -0.155
C  -0.978902  -2.528904  -0.165804  -0.210
C  -6.423866  1.545258  -0.258092  -0.194
C  0.650311  -0.350645  0.349951  -0.216
C  -5.663914  0.381703  -0.216653  -0.020
C  -2.772281  -1.070179  -1.125468  -0.249
C  -3.996334  -1.103426  0.950203  -0.251
C  -5.047615  -1.925198  -1.011050  -0.206
C  -5.741106  -0.600864  -1.355725  -0.452
C  4.022437  1.137243  1.607417  -0.264
C  2.852277  3.139987  0.117980  -0.288
C  -1.414835  -1.252035  -0.500815  -0.044
C  3.914816  -0.759136  -1.467438  -0.224
C  -6.349347  2.478889  0.757384  -0.215
C  0.259722  -2.719510  0.415940  -0.151
C  3.439287  2.219545  2.244548  -0.217
C  2.839762  3.215074  1.503485  -0.228
C  -4.740239  1.108506  1.879550  -0.195
C  3.075198  3.045139  -2.681954  -0.247
H  -7.081541  1.713286  -1.099910  0.206
H  6.160699  -0.314676  0.946822  0.219
H  -4.074115  0.932784  2.712575  0.209
H  2.367272  4.056322  1.986944  0.213
H  6.214952  -1.347843  -0.487066  0.197
H  1.280860  0.498950  0.568394  0.229
H  2.399232  3.937122  -0.450007  0.217
H  4.582426  -0.940176  -2.317842  0.191
H  -5.434040  2.987710  2.626873  0.212
H  4.009192  -2.939054  -1.271690  0.192
H  -4.879375  -2.509865  -1.920075  0.199
H  -2.772346  -1.529171  -2.120293  0.209
H  -4.517173  -1.818156  1.600480  0.209
H  -3.023953  -0.896546  1.404027  0.221
H  -5.265992  -0.153836  -2.235647  0.210
H  4.741668  -1.848994  2.095585  0.243
H  0.591578  -3.713400  0.679631  0.211
H  -6.785804  -0.787334  -1.614821  0.221
H  3.444181  2.265337  3.322503  0.217
H  2.360608  -2.285249  -1.242804  0.232
H  4.457187  0.362784  2.215634  0.221
H  3.590666  3.978393  -2.432963  0.178
H  1.993794  3.188868  -2.579652  0.173
H  -1.630653  -3.368060  -0.354786  0.223
H  3.302845  2.773113  -3.711962  0.199
H  -6.948843  3.376287  0.711784  0.211
H  5.302739  -3.001855  0.866287  0.194
H  -2.979102  0.006116  -1.244042  0.179
H  -0.926622  0.832333  -0.471479  0.205
H  3.084111  -0.148923  -1.809854  0.231
H  -5.689116  -2.510794  -0.345940  0.196

Atoms 1-3, force components in eV/Å:
O -0.109 0.117 0.259
O 0.183 -0.205 0.547
N 0.211 -0.172 -0.026

> Which value of E does entry 1 give?

-1108.3510 hartree